# 1
C27H33N3O4S | ωB97M-V/def2-TZVPD

```
68
Properties=species:S:1:pos:R:3
C -5.482 -1.563 -0.987
H -6.553 -1.535 -1.182
O -5.090 -0.221 -0.838
C -3.784 0.044 -0.578
C -2.787 -0.906 -0.448
C -1.480 -0.531 -0.174
C -1.171 0.803 -0.009
C -2.156 1.776 -0.158
C -3.458 1.415 -0.448
O -4.484 2.285 -0.631
C -4.193 3.660 -0.641
H -3.448 3.905 -1.406
H -5.132 4.157 -0.878
H -3.842 4.006 0.337
H -1.881 2.814 -0.055
N 0.171 1.196 0.251
C 0.662 1.444 1.477
O 1.854 1.640 1.672
C -0.356 1.500 2.611
C -1.044 0.193 2.813
C -0.479 -1.039 2.925
C -1.430 -2.068 3.107
C -2.702 -1.602 3.139
S -2.770 0.105 2.949
H -3.613 -2.151 3.272
H -1.172 -3.107 3.211
H 0.582 -1.205 2.876
H -1.095 2.274 2.396
H 0.194 1.784 3.513
C 1.068 1.242 -0.921
C 0.336 1.838 -2.072
C -0.434 1.254 -3.048
C -0.982 2.289 -3.824
C -0.542 3.469 -3.288
N 0.253 3.197 -2.221
C 0.913 4.182 -1.411
H 0.554 5.171 -1.690
H 0.707 4.020 -0.350
H 1.996 4.152 -1.559
H -0.732 4.481 -3.591
H -1.627 2.178 -4.672
H -0.566 0.202 -3.188
C 1.633 -0.171 -1.170
O 1.338 -0.881 -2.105
N 2.493 -0.524 -0.197
H 2.669 0.122 0.564
C 3.135 -1.820 -0.133
C 2.645 -2.604 1.086
C 3.327 -3.967 1.154
C 4.843 -3.804 1.205
C 5.334 -3.023 -0.010
C 4.655 -1.658 -0.079
H 4.918 -1.071 0.805
H 4.993 -1.113 -0.961
H 5.106 -3.585 -0.918
H 6.416 -2.893 0.043
H 5.120 -3.270 2.117
H 5.321 -4.785 1.234
H 3.054 -4.550 0.271
H 2.979 -4.510 2.035
H 1.561 -2.729 1.028
H 2.876 -2.034 1.990
H 2.850 -2.347 -1.050
H 1.911 1.882 -0.630
H -0.710 -1.281 -0.091
H -3.010 -1.954 -0.564
H -5.295 -2.141 -0.076
H -4.973 -2.040 -1.831
```

The highest occupied orbital energy comes out at -7.90 eV. As for the gap between HOMO and LUMO: 8.47 eV. As for the energy above the lowest of the compared OMol25 structures with the same formula, charge and spin: 0.0 kJ/mol. The SMILES is COc1ccc(N(C(=O)Cc2cccs2)[C@@H](C(=O)NC2CCCCC2)c2cccn2C)cc1OC. The total charge is 0. Its spin multiplicity is 1.

***

# 2
C27H33O3Si | ωB97M-V/def2-TZVPD

```
64
Properties=species:S:1:pos:R:3
C -1.256 2.553 -0.106
C 0.057 2.234 -0.654
C 0.435 1.038 -1.385
C 0.906 3.323 -0.778
O 2.084 3.169 -1.356
Si 3.606 3.827 -0.900
C 4.693 3.078 -2.200
C 3.560 5.681 -0.971
C 3.889 3.227 0.835
O 0.545 4.546 -0.395
C 0.223 5.547 -1.430
H -1.881 1.657 -0.046
H -1.170 2.988 0.901
H -1.777 3.291 -0.739
H -0.347 0.272 -1.307
H 0.604 1.254 -2.454
H 1.365 0.600 -0.991
H 5.745 3.325 -1.993
H 4.593 1.985 -2.239
H 4.436 3.479 -3.191
H 4.585 6.029 -0.769
H 3.262 6.055 -1.959
H 2.898 6.115 -0.212
H 4.806 3.689 1.230
H 3.058 3.508 1.499
H 4.010 2.136 0.879
H 0.249 6.510 -0.918
H 0.958 5.532 -2.250
H -0.790 5.345 -1.808
C -6.834 -3.967 -0.213
C -5.826 -4.936 -0.170
C -4.899 -4.942 0.872
C -4.991 -3.951 1.852
O -3.966 -3.846 2.809
C -2.809 -3.189 2.394
C -2.794 -1.787 2.337
C -1.687 -1.151 1.811
C -0.549 -1.881 1.361
C 0.561 -1.181 0.818
C 1.669 -1.800 0.162
C 2.940 -1.150 0.175
C 4.066 -1.787 -0.338
C 3.960 -3.068 -0.906
C 2.707 -3.685 -1.006
C 1.567 -3.039 -0.541
C -0.576 -3.299 1.534
C -1.700 -3.948 2.008
C -6.019 -3.007 1.859
C -6.926 -3.005 0.799
H -7.557 -3.969 -1.032
H -5.755 -5.699 -0.947
H -4.092 -5.674 0.930
H -3.666 -1.227 2.681
H -1.667 -0.062 1.741
H 0.636 -0.118 1.060
H 3.014 -0.161 0.636
H 5.028 -1.275 -0.306
H 4.850 -3.566 -1.292
H 2.622 -4.674 -1.466
H 0.582 -3.482 -0.710
H 0.296 -3.902 1.288
H -1.750 -5.036 2.074
H -6.067 -2.275 2.666
H -7.713 -2.249 0.771
```

The highest occupied orbital energy comes out at -9.70 eV. As for the gap between HOMO and LUMO: 4.14 eV. As for the energy above the lowest of the compared OMol25 structures with the same formula, charge and spin: 0.0 kJ/mol. The total charge is +1. Its spin multiplicity is 1.

***

# 3
C27H34BiNOSi | ωB97M-V/def2-TZVPD

```
65
Properties=species:S:1:pos:R:3
C 2.379 0.122 0.831
C 2.367 -0.619 -0.387
C 2.000 0.279 -1.453
H 2.568 -1.683 -0.508
C 1.766 1.601 -0.869
C 1.987 1.463 0.578
H 1.377 2.498 -1.391
C -1.385 -1.694 1.232
C -0.279 -2.380 0.746
C -0.309 -2.394 -0.692
H 0.568 -2.761 1.295
C -1.530 -1.699 -1.085
C -2.198 -1.204 0.166
H 1.893 0.035 -2.505
H 1.749 2.241 1.312
H 2.481 -0.325 1.816
H -3.053 -0.512 0.169
H 0.410 -2.799 -1.416
H -1.701 -1.529 2.272
Bi -0.371 0.523 -0.144
C -2.004 -1.367 -2.468
C -3.528 -1.598 -2.464
C -1.284 -2.282 -3.480
H -3.690 -2.626 -2.100
H -3.924 -1.471 -3.487
H -4.010 -0.883 -1.787
H -1.487 -3.323 -3.181
H -0.204 -2.103 -3.481
H -1.686 -2.098 -4.494
C -1.681 0.130 -2.845
C -2.229 0.656 -4.182
H -0.580 0.247 -2.894
H -2.084 0.830 -2.070
O -3.132 0.129 -4.822
N -1.592 1.782 -4.649
C -0.435 2.458 -4.076
H -1.953 2.130 -5.531
C 0.898 1.861 -4.552
C 2.081 2.494 -4.149
H 2.002 3.390 -3.509
C 3.325 1.993 -4.551
H 4.237 2.510 -4.230
C 3.382 0.846 -5.362
H 4.358 0.459 -5.683
C 2.203 0.201 -5.763
H 2.230 -0.690 -6.393
C 0.949 0.708 -5.359
H 0.022 0.220 -5.684
H -0.468 2.423 -2.968
H -0.474 3.518 -4.370
C -1.537 0.901 5.763
Si 0.008 0.011 5.320
C 1.550 0.883 5.755
C -0.014 -1.773 5.747
C 0.076 0.050 3.421
C -0.049 0.230 2.200
H -1.549 0.905 6.860
H -2.429 0.392 5.383
H -1.537 1.930 5.385
H 1.574 0.892 6.852
H 2.444 0.367 5.371
H 1.568 1.912 5.376
H -0.903 -2.285 5.374
H 0.870 -2.301 5.368
H -0.012 -1.800 6.841
```

The highest occupied orbital energy (alpha / beta) comes out at -7.16 / -7.16 eV. As for the gap between HOMO and LUMO (alpha / beta): 5.80 / 5.79 eV. The total charge is 0. Its spin multiplicity is 1.

***

# 4
C27H34Br69ClN3 | ωB97M-V/def2-TZVPD

```
134
Properties=species:S:1:pos:R:3
N 5.267 -0.830 3.393
C 5.576 -0.189 2.291
N 6.721 -0.549 1.666
N 4.845 0.769 1.756
C 3.676 1.184 2.606
C 2.562 0.108 2.711
C 2.458 -0.835 1.517
Cl 1.782 -2.397 2.127
H 6.074 -1.360 3.675
H 4.967 -0.203 4.128
H 7.554 -0.141 2.031
H 6.747 -1.209 0.925
H 4.569 0.563 0.797
H 3.998 1.547 3.642
H 3.241 2.048 2.122
H 2.818 -0.516 3.558
H 1.584 0.505 2.930
H 3.410 -1.111 1.096
H 1.771 -0.503 0.759
C 6.290 4.053 4.089
Br 6.838 3.707 5.906
Br 7.648 5.006 3.101
Br 5.729 2.414 3.194
H 5.426 4.698 4.135
C 3.438 -1.037 -2.354
Br 4.038 -2.680 -1.548
Br 1.532 -0.816 -2.187
Br 4.415 0.488 -1.660
H 3.661 -1.091 -3.408
C 1.087 -6.707 1.550
Br -0.668 -7.343 1.075
Br 1.892 -5.568 0.217
Br 1.098 -5.839 3.272
H 1.712 -7.581 1.624
C 9.757 3.436 -0.315
Br 8.906 1.827 0.327
Br 10.411 4.527 1.124
Br 11.123 3.045 -1.615
H 8.997 4.008 -0.823
C -4.050 -4.647 0.827
Br -4.512 -5.963 -0.506
Br -4.488 -5.245 2.606
Br -2.193 -4.131 0.692
H -4.648 -3.770 0.633
C -8.074 -7.498 1.661
Br -8.489 -6.569 3.299
Br -7.288 -9.221 1.990
Br -9.607 -7.628 0.502
H -7.330 -6.908 1.146
C 1.838 3.414 -1.805
Br 3.169 3.916 -3.095
Br 2.458 3.710 0.006
Br 0.146 4.262 -2.114
H 1.681 2.352 -1.917
C 4.915 8.156 -3.416
Br 4.163 7.159 -4.887
Br 4.361 7.452 -1.703
Br 6.832 8.286 -3.551
H 4.524 9.160 -3.484
C -4.004 -11.760 1.511
Br -2.988 -12.989 0.429
Br -3.862 -9.949 0.859
Br -5.841 -12.326 1.698
H -3.570 -11.774 2.497
C -11.752 -5.784 5.305
Br -11.939 -7.415 6.314
Br -13.237 -5.510 4.107
Br -11.475 -4.261 6.455
H -10.870 -5.886 4.697
C 5.344 3.468 -7.282
Br 6.690 3.958 -8.569
Br 5.946 3.770 -5.473
Br 3.659 4.341 -7.637
H 5.178 2.409 -7.386
C 2.150 11.485 -4.096
Br 1.470 10.470 -5.586
Br 1.626 10.714 -2.409
Br 4.061 11.712 -4.208
H 1.709 12.467 -4.150
C 4.728 -5.524 5.547
Br 4.502 -3.836 4.637
Br 5.290 -6.910 4.336
Br 5.913 -5.365 7.057
H 3.760 -5.807 5.930
C -3.448 6.173 -2.872
Br -1.926 6.827 -3.841
Br -3.393 4.245 -2.745
Br -3.611 6.989 -1.137
H -4.335 6.428 -3.429
C -3.932 2.803 0.750
Br -2.882 1.268 1.255
Br -5.803 2.520 1.087
Br -3.252 4.409 1.553
H -3.822 2.926 -0.317
C -6.274 -0.956 -0.925
Br -5.396 -1.492 0.704
Br -5.335 0.464 -1.829
Br -6.564 -2.448 -2.099
H -7.244 -0.571 -0.651
C -9.494 2.760 2.133
Br -10.801 3.803 1.175
Br -9.283 3.374 3.950
Br -9.890 0.871 2.058
H -8.546 2.905 1.635
C 14.362 5.649 -1.921
Br 13.301 7.162 -1.375
Br 14.972 5.824 -3.741
Br 15.821 5.325 -0.705
H 13.721 4.784 -1.884
C -7.059 -15.262 4.531
Br -7.889 -15.689 2.845
Br -7.538 -13.494 5.131
Br -7.433 -16.595 5.871
H -5.993 -15.264 4.370
C 9.934 0.630 -4.903
Br 10.679 -0.652 -6.131
Br 10.469 2.428 -5.343
Br 8.019 0.475 -4.758
H 10.334 0.404 -3.927
C -14.226 0.203 1.368
Br -14.588 -1.633 1.841
Br -13.608 1.218 2.885
Br -13.017 0.329 -0.126
H -15.161 0.639 1.054
C 7.971 10.969 -6.858
Br 7.755 11.694 -5.086
Br 8.355 9.082 -6.800
Br 6.450 11.348 -7.977
H 8.822 11.460 -7.302
C -15.625 -3.178 -1.562
Br -16.441 -1.452 -1.837
Br -16.535 -4.564 -2.543
Br -13.740 -3.142 -1.955
H -15.725 -3.411 -0.514
```

The highest occupied orbital energy comes out at -11.00 eV. As for the gap between HOMO and LUMO: 7.32 eV. The total charge is +1. Its spin multiplicity is 1.